1.
ORCA calculation (ωB97M-V with the def2-TZVPD basis set) on a structure of composition C34H51BCdCl2N10OS3.

XYZ file:
```
103
Properties=species:S:1:pos:R:3:lowdin_charge:R:1
Cd 0.45 0.51 -0.66 1.19
C 1.33 -5.50 -1.17 -0.04
C 2.52 -4.66 -0.71 -0.55
C 2.97 -3.69 -1.79 -0.05
C 3.68 -5.61 -0.40 -0.06
N 2.15 -3.92 0.52 0.01
C 2.75 -4.11 1.76 -0.04
C 2.10 -3.34 2.64 -0.06
N 1.11 -2.66 1.97 0.02
B 0.12 -1.79 2.78 -0.60
N -1.32 -1.92 2.22 0.02
C -1.97 -3.12 2.37 -0.05
C -3.15 -3.04 1.72 -0.04
N -3.23 -1.77 1.18 0.01
C -2.08 -1.10 1.48 -0.68
S -1.70 0.50 1.01 0.68
C -4.38 -1.26 0.38 -0.54
C -5.41 -2.38 0.24 -0.06
C -3.93 -0.84 -1.02 -0.05
C -5.02 -0.09 1.12 -0.04
N 0.54 -0.30 3.01 0.02
C -0.10 0.37 4.03 -0.07
C 0.51 1.56 4.18 -0.04
N 1.55 1.61 3.27 0.01
C 1.53 0.47 2.53 -0.68
S 2.46 0.10 1.12 0.59
C 2.50 2.77 3.27 -0.54
C 2.87 3.06 4.73 -0.04
C 3.79 2.50 2.52 -0.10
C 1.80 3.97 2.65 -0.03
C 1.15 -3.00 0.66 -0.68
S 0.12 -2.39 -0.56 0.62
H 1.61 -6.05 -2.07 0.09
H 0.47 -4.87 -1.40 0.03
H 1.05 -6.21 -0.40 0.09
H 3.37 -4.25 -2.64 0.09
H 3.77 -3.04 -1.41 0.09
H 2.14 -3.08 -2.13 0.02
H 3.92 -6.15 -1.31 0.09
H 3.42 -6.34 0.36 0.09
H 4.58 -5.07 -0.09 0.09
H 3.57 -4.79 1.91 0.11
H 2.25 -3.22 3.70 0.12
H 0.11 -2.28 3.88 0.12
H -1.54 -3.93 2.92 0.13
H -3.93 -3.77 1.63 0.11
H -5.02 -3.23 -0.32 0.09
H -6.26 -1.98 -0.32 0.09
H -5.78 -2.72 1.20 0.08
H -3.34 -1.63 -1.49 0.09
H -3.35 0.08 -0.98 0.02
H -4.81 -0.66 -1.64 0.09
H -5.38 -0.40 2.10 0.09
H -5.88 0.27 0.54 0.09
H -4.32 0.74 1.24 0.04
H -0.95 -0.05 4.53 0.13
H 0.28 2.37 4.85 0.12
H 3.32 2.18 5.19 0.10
H 2.02 3.36 5.34 0.07
H 3.59 3.87 4.75 0.09
H 4.28 1.58 2.86 0.08
H 4.45 3.34 2.72 0.09
H 3.65 2.41 1.45 0.02
H 0.89 4.24 3.19 0.09
H 1.53 3.77 1.62 0.06
H 2.47 4.83 2.67 0.09
N 2.16 -0.41 -2.15 -0.08
C 2.77 0.47 -3.14 -0.24
C 3.04 1.82 -2.47 -0.23
N 1.82 2.39 -1.91 -0.12
C 1.04 3.23 -2.84 -0.20
C 0.00 2.53 -3.71 -0.11
N -0.91 0.50 -2.57 -0.09
H 2.85 -0.79 -1.52 0.03
H 1.67 -1.19 -2.57 0.01
H 2.07 0.58 -3.96 0.09
H 3.70 0.06 -3.55 0.11
H 3.53 2.50 -3.18 0.11
H 3.74 1.66 -1.65 0.11
H 2.05 2.94 -1.09 0.09
H 1.73 3.76 -3.52 0.12
H 0.55 4.00 -2.24 0.11
H 0.47 1.78 -4.35 0.09
H -0.38 3.29 -4.40 0.13
H -0.90 -0.29 -4.33 0.01
H -1.79 0.05 -2.33 0.08
Cl -2.19 1.01 -5.52 0.67
C -2.42 1.88 -3.98 -0.58
C -3.56 2.62 -3.86 -0.18
C -3.80 3.44 -2.76 -0.66
Cl -5.30 4.34 -2.67 0.62
C -2.87 3.47 -1.72 -0.19
C -3.04 4.23 -0.54 -0.03
C -2.12 4.19 0.47 -0.07
C -1.01 3.35 0.33 -0.25
N -0.82 2.64 -0.77 -0.05
C -1.68 2.69 -1.79 -0.18
C -1.26 1.91 -3.05 -0.39
O -0.30 -0.31 -3.56 -0.13
H -4.29 2.57 -4.65 0.10
H -3.92 4.85 -0.44 0.08
H -2.25 4.76 1.37 0.10
H -0.30 3.21 1.14 0.06
```

Properties
E_LUMO	0.0161	hartree
ΔE to the lowest compared entry with this formula, charge and spin	310.10	kJ/mol

---

2.
ORCA calculation (ωB97M-V with the def2-TZVPD basis set) on a structure of composition C34H51Br30F7IN3O7 at a distorted geometry.

XYZ file:
```
133
Properties=species:S:1:pos:R:3:lowdin_charge:R:1
C 3.88 -4.98 3.17 -0.07
C 4.86 -4.57 2.08 -0.28
O 4.82 -3.19 1.80 -0.14
C 3.90 -2.78 0.79 -0.17
C 2.93 -1.79 1.41 -0.05
C 1.88 -1.16 0.46 -0.33
C 0.55 -1.93 0.49 -0.02
C 0.42 -3.43 0.28 -0.24
O 1.16 -4.15 1.25 0.00
C 0.68 -4.04 -1.08 -0.53
F 0.18 -5.32 -1.08 0.11
F 1.97 -4.12 -1.44 0.15
F 0.00 -3.38 -2.05 0.13
O 2.53 -1.14 -0.80 0.01
C 2.03 -0.60 -1.98 -0.49
F 2.02 -1.72 -2.87 0.00
C 3.06 0.36 -2.60 -0.07
C 3.24 0.15 -4.06 -0.26
N 4.37 -0.10 -4.58 0.06
N 0.73 -0.11 -1.88 0.17
C -0.10 0.29 -2.77 -0.31
C -0.34 1.75 -3.06 -0.01
C -0.98 -0.68 -3.51 -0.05
C 1.56 0.27 1.05 -0.20
C 2.75 1.24 1.01 -0.05
C 2.42 2.68 0.68 -0.28
O 1.60 2.86 -0.46 0.01
C 3.70 3.49 0.54 -0.54
F 4.45 3.42 1.67 0.14
F 3.45 4.80 0.28 0.11
F 4.47 3.06 -0.50 0.11
O 1.19 -0.05 2.40 -0.11
C 0.19 0.64 3.02 -0.74
I 0.92 2.35 4.25 0.82
O -0.74 1.11 2.13 -0.17
C -2.10 1.07 2.58 -0.16
C -2.79 -0.17 2.03 -0.18
N -3.86 -0.63 2.93 -0.05
C -5.12 -0.93 2.26 -0.18
C -5.05 -2.02 1.18 -0.40
C -5.14 -1.52 -0.27 -0.05
O -6.12 -2.93 1.48 -0.08
H 4.17 -5.94 3.60 0.07
H 2.86 -5.04 2.81 0.05
H 3.94 -4.24 3.97 0.08
H 4.70 -5.16 1.17 0.12
H 5.88 -4.79 2.42 0.11
H 4.49 -2.30 0.01 0.12
H 3.40 -3.65 0.38 0.10
H 2.43 -2.28 2.24 0.12
H 3.55 -0.99 1.82 0.13
H 0.16 -1.78 1.49 0.12
H -0.16 -1.45 -0.19 0.12
H -0.65 -3.65 0.43 0.16
H 0.73 -4.99 1.40 0.11
H 4.02 0.21 -2.11 0.12
H 2.73 1.39 -2.42 0.10
H 2.34 0.22 -4.69 0.08
H 4.26 -0.17 -5.59 -0.04
H -1.15 1.89 -3.78 0.06
H 0.57 2.19 -3.47 0.09
H -0.60 2.25 -2.13 0.09
H -1.94 -0.73 -3.00 0.02
H -1.13 -0.34 -4.53 0.07
H -0.50 -1.65 -3.51 0.07
H 0.70 0.68 0.53 0.13
H 3.13 1.28 2.03 0.12
H 3.56 0.84 0.41 0.14
H 1.90 3.14 1.53 0.10
H 2.08 3.32 -1.15 0.09
H -0.23 0.01 3.80 0.11
H -2.17 1.12 3.66 0.11
H -2.56 1.97 2.19 0.13
H -3.21 0.07 1.06 0.11
H -2.03 -0.94 1.87 0.11
H -3.56 -1.47 3.39 0.11
H -5.83 -1.26 3.01 0.12
H -5.51 -0.01 1.83 0.12
H -4.11 -2.56 1.30 0.13
H -4.43 -2.03 -0.92 0.04
H -6.15 -1.68 -0.64 0.09
H -4.93 -0.45 -0.34 0.05
H -6.01 -3.71 0.95 0.00
C 1.63 -0.82 -8.30 -1.62
Br 3.53 -0.61 -8.12 0.63
Br 1.11 -2.64 -7.95 0.58
Br 0.66 0.43 -7.22 0.59
H 1.38 -0.61 -9.33 -0.03
C 5.88 4.54 -3.80 -1.65
Br 7.39 5.13 -4.83 0.57
Br 4.28 5.48 -4.31 0.55
Br 5.63 2.64 -3.91 0.63
H 6.07 4.79 -2.77 -0.03
C -3.98 -3.69 -5.31 -1.63
Br -5.57 -3.61 -6.37 0.58
Br -2.38 -3.61 -6.37 0.57
Br -3.97 -2.35 -3.94 0.60
H -3.96 -4.65 -4.82 -0.03
C -8.74 -5.47 1.48 -1.63
Br -7.19 -6.08 0.52 0.63
Br -10.35 -5.77 0.48 0.61
Br -8.84 -6.26 3.23 0.59
H -8.63 -4.40 1.62 -0.04
C 7.89 -2.34 -4.00 -1.65
Br 7.81 -1.29 -5.61 0.55
Br 6.14 -2.71 -3.31 0.59
Br 8.91 -3.95 -4.27 0.56
H 8.41 -1.75 -3.27 -0.03
C -5.81 1.48 -4.37 -1.63
Br -7.40 0.60 -3.74 0.58
Br -4.47 1.55 -2.99 0.57
Br -5.15 0.66 -5.97 0.57
H -6.08 2.50 -4.61 -0.03
C -12.57 -4.32 3.03 -1.68
Br -13.65 -3.73 1.55 0.56
Br -11.18 -3.05 3.43 0.57
Br -13.65 -4.70 4.58 0.58
H -12.09 -5.23 2.74 -0.09
C -1.47 4.58 7.49 -1.65
Br 0.37 5.08 7.21 0.54
Br -2.64 5.48 6.26 0.57
Br -1.70 2.67 7.41 0.55
H -1.74 4.89 8.48 -0.03
C 3.29 7.22 5.14 -1.65
Br 3.20 6.77 3.27 0.59
Br 4.34 5.95 6.12 0.57
Br 3.93 9.02 5.41 0.55
H 2.28 7.17 5.53 -0.06
C 4.82 13.12 5.54 -1.66
Br 4.73 12.64 3.68 0.57
Br 5.89 11.88 6.54 0.55
Br 5.43 14.93 5.78 0.57
H 3.82 13.07 5.94 -0.03
```

Properties
E_LUMO	-0.0148	hartree

---

Calculated total energy across the listed records, respectively: -115830.1519 -2183280.2002 eV.
Orbital gap across the listed records, respectively: 5.868 8.298 eV.